The following is a DFT calculation (wB97M-V/def2-TZVPD) of the ion C7H9N with charge +1 at a distorted geometry.

spin multiplicity: 2
LUMO energy (alpha / beta): -3.49 / -7.07 eV
HOMO level (alpha / beta): -13.7 / -14.5 eV
HOMO-LUMO gap (alpha / beta): 10.20 / 7.46 eV
⟨S²⟩: 0.782
strongest force on any atom: 3.51 eV/Å
charge: +1

Each atom is followed by the atoms it is bonded to, with distances in Å.
Atoms and positions in Å:
1 N -1.4093 -0.5683 -0.6756  C3 1.468, C6 1.354, H14 1.009
2 C 0.2487 1.5877 1.6361  C5 1.407, C8 1.368, H13 1.083
3 C -1.1537 -1.3354 -1.9005  N1 1.468, H10 1.094, H12 1.086, H16 1.087
4 C 0.9522 -0.4838 -0.1516  C6 1.392, C7 1.383, H11 1.080
5 C 1.5844 1.1924 1.4369  C2 1.407, C7 1.387, H9 1.082
6 C -0.3735 -0.1269 0.0768  N1 1.354, C4 1.392, C8 1.469
7 C 1.9345 0.1600 0.5792  C4 1.383, C5 1.387, H17 1.079
8 C -0.7772 0.9406 1.0025  C2 1.368, C6 1.469, H15 1.078
9 H 2.3055 1.6960 2.0677  C5 1.082
10 H -0.7302 -2.3155 -1.6639  C3 1.094
11 H 1.2243 -1.2618 -0.8495  C4 1.080
12 H -2.0854 -1.4892 -2.4362  C3 1.086
13 H -0.0422 2.3946 2.2971  C2 1.083
14 H -2.3652 -0.7190 -0.3899  N1 1.009
15 H -1.8299 1.1582 1.0807  C8 1.078
16 H -0.4613 -0.7734 -2.5219  C3 1.087
17 H 2.9780 -0.0561 0.4121  C7 1.079